Entry 1:
C3H8NO3S | the ωB97M-V functional and the def2-TZVPD basis

Atoms and positions in Å:
C: 0.629 -0.633 0.708
C: -0.253 0.526 1.147
S: 0.793 1.910 1.717
N: -0.126 -1.793 0.272
C: -0.955 -1.654 -0.891
O: -0.679 -0.641 -1.595
O: -1.797 -2.538 -1.085
H: 1.251 -0.342 -0.140
H: 1.271 -0.886 1.549
H: -0.869 0.911 0.350
H: -0.893 0.206 1.962
H: 0.734 2.634 0.594
H: -0.453 -2.413 0.994
H: -0.071 0.998 -1.637
H: 1.134 1.803 -2.183
O: 0.284 1.911 -1.760

Summary:
Lowest unoccupied orbital energy   3.19 eV
Frontier orbital gap   7.9 eV
Energy relative to the best compared isomer or geometry (same formula, charge and spin)   0.0000 eV
Charge   -1
Molar mass   138.2 g/mol

Charge distribution, Mulliken scheme, values in e: atom 1 (C): -0.59, atom 2 (C): -0.62, atom 3 (S): -0.31, atom 4 (N): -0.26, atom 5 (C): 0.47, atom 6 (O): -0.77, atom 7 (O): -0.76, atom 8 (H): 0.27, atom 9 (H): 0.46, atom 10 (H): 0.34, atom 11 (H): 0.37, atom 12 (H): 0.13, atom 13 (H): 0.23, atom 14 (H): 0.42, atom 15 (H): 0.28, atom 16 (O): -0.66



Entry 2:
C3H14NO2 | the ωB97M-V functional and the def2-TZVPD basis

Atoms and positions in Å:
C: -0.120 -0.378 1.633
C: 1.374 0.108 1.636
C: 1.218 1.603 1.724
N: 1.873 -0.439 0.263
H: -0.577 -0.692 0.604
H: -0.759 0.592 1.718
H: -0.444 -1.172 2.311
H: 1.967 -0.308 2.545
H: 0.614 2.034 0.940
H: 0.763 1.943 2.660
H: 2.306 2.023 1.718
H: 1.818 -1.426 0.313
H: 2.834 -0.235 0.018
H: 1.266 -0.165 -0.461
H: -3.715 -1.247 -2.431
H: -3.687 0.149 -3.129
O: -3.240 -0.385 -2.470
H: -0.036 -0.532 -2.667
H: -1.260 -0.173 -1.885
O: -0.388 -0.330 -1.787

Summary:
Lowest unoccupied orbital energy   -3.08 eV
Frontier orbital gap   11.8 eV
Energy relative to the best compared isomer or geometry (same formula, charge and spin)   1.5103 eV
Charge   +1
Molar mass   96.1 g/mol

Charge distribution, Mulliken scheme, values in e: atom 1 (C): -1.07, atom 2 (C): 0.50, atom 3 (C): -1.52, atom 4 (N): -0.22, atom 5 (H): 0.24, atom 6 (H): 0.30, atom 7 (H): 0.35, atom 8 (H): 0.33, atom 9 (H): 0.43, atom 10 (H): 0.42, atom 11 (H): 0.34, atom 12 (H): 0.35, atom 13 (H): 0.38, atom 14 (H): 0.21, atom 15 (H): 0.32, atom 16 (H): 0.32, atom 17 (O): -0.65, atom 18 (H): 0.28, atom 19 (H): 0.30, atom 20 (O): -0.61



What did the second record say?
C3H14NO2 | the ωB97M-V functional and the def2-TZVPD basis

Atoms and positions in Å:
C: -0.120 -0.378 1.633
C: 1.374 0.108 1.636
C: 1.218 1.603 1.724
N: 1.873 -0.439 0.263
H: -0.577 -0.692 0.604
H: -0.759 0.592 1.718
H: -0.444 -1.172 2.311
H: 1.967 -0.308 2.545
H: 0.614 2.034 0.940
H: 0.763 1.943 2.660
H: 2.306 2.023 1.718
H: 1.818 -1.426 0.313
H: 2.834 -0.235 0.018
H: 1.266 -0.165 -0.461
H: -3.715 -1.247 -2.431
H: -3.687 0.149 -3.129
O: -3.240 -0.385 -2.470
H: -0.036 -0.532 -2.667
H: -1.260 -0.173 -1.885
O: -0.388 -0.330 -1.787

Summary:
Lowest unoccupied orbital energy   -3.08 eV
Frontier orbital gap   11.8 eV
Energy relative to the best compared isomer or geometry (same formula, charge and spin)   1.5103 eV
Charge   +1
Molar mass   96.1 g/mol

Charge distribution, Mulliken scheme, values in e: atom 1 (C): -1.07, atom 2 (C): 0.50, atom 3 (C): -1.52, atom 4 (N): -0.22, atom 5 (H): 0.24, atom 6 (H): 0.30, atom 7 (H): 0.35, atom 8 (H): 0.33, atom 9 (H): 0.43, atom 10 (H): 0.42, atom 11 (H): 0.34, atom 12 (H): 0.35, atom 13 (H): 0.38, atom 14 (H): 0.21, atom 15 (H): 0.32, atom 16 (H): 0.32, atom 17 (O): -0.65, atom 18 (H): 0.28, atom 19 (H): 0.30, atom 20 (O): -0.61



Q: Which value of charge does entry 1 give?
A: -1